Here is a molecular structure, C40H39ClCrN3O5S from the OMol25 dataset. Energies are from the ωB97M-V functional and the def2-TZVPD basis.

Computed properties:
E_LUMO (spin up / spin down)   -0.44 / -0.10 eV
Molar mass   761.284 Da
Strongest force on any atom   1.8 eV/A
E_HOMO (spin up / spin down)   -7.63 / -7.59 eV
DFT total energy   -3991.010842 a.u.
Energy relative to the best compared isomer or geometry (same formula, charge and spin)   0.0 kcal/mol
2S+1   2

Element x y z (Å)
Cr: 0.7449 1.3138 0.2906
C: 1.2929 -0.0779 2.8913
N: 0.6095 1.1839 2.5359
C: -0.7307 1.1229 3.1504
C: -1.7934 2.0663 2.6013
C: -2.2217 1.7341 1.1793
N: -1.2153 1.9614 0.1485
C: -1.6701 2.5445 -0.9174
C: -0.9887 2.8478 -2.1240
C: -1.6357 3.6355 -3.0976
C: -1.0528 3.9070 -4.3052
C: 0.2062 3.3565 -4.6034
C: 0.8656 2.5860 -3.6851
C: 0.3100 2.3320 -2.4026
O: 0.9788 1.6803 -1.5335
C: 1.4229 2.2660 3.1326
C: 1.0003 3.7209 2.8983
C: 0.6997 4.0927 1.4343
N: 1.3871 3.1844 0.5473
C: 2.4334 3.6204 -0.0772
C: 3.3790 2.8105 -0.7684
C: 4.3013 3.4080 -1.6457
C: 5.2941 2.6711 -2.2382
C: 5.4117 1.3062 -1.9378
C: 4.5421 0.6968 -1.0694
C: 3.4750 1.4116 -0.4806
O: 2.6660 0.8236 0.3385
H: 1.3553 -0.1908 3.9815
H: 2.2957 -0.0817 2.4703
H: 0.7484 -0.9155 2.4643
H: -0.6350 1.2878 4.2333
H: -1.1096 0.1097 2.9988
H: -1.5005 3.1113 2.6691
H: -2.6787 1.9376 3.2295
H: -3.1218 2.3171 0.9522
H: -2.5127 0.6844 1.1591
H: -2.7182 2.8571 -0.9148
H: -2.6154 4.0407 -2.8707
H: -1.5570 4.5301 -5.0302
H: 0.6592 3.5533 -5.5669
H: 1.8251 2.1334 -3.8983
H: 2.4331 2.1373 2.7418
H: 1.4628 2.1221 4.2222
H: 1.8401 4.3293 3.2414
H: 0.1473 3.9818 3.5262
H: 1.0055 5.1295 1.2541
H: -0.3671 4.0198 1.2249
H: 2.6434 4.6932 -0.0373
H: 4.2020 4.4662 -1.8613
H: 5.9823 3.1377 -2.9291
H: 6.1964 0.7222 -2.4016
H: 4.6155 -0.3586 -0.8430
O: -1.9545 -0.6407 -1.1380
S: -1.9199 -1.3060 0.1743
C: -3.6946 -1.5946 0.5407
C: -4.6471 -1.1898 -0.3765
C: -5.9947 -1.3208 -0.0718
C: -6.3738 -1.8419 1.1568
C: -5.4147 -2.2242 2.0847
C: -4.0691 -2.0978 1.7781
C: -1.6517 -3.0726 -0.0942
C: -1.8184 -3.5971 -1.3613
C: -1.5588 -4.9402 -1.5782
C: -1.1496 -5.7446 -0.5240
C: -1.0071 -5.2115 0.7488
C: -1.2506 -3.8650 0.9671
H: -4.3095 -0.7809 -1.3205
H: -6.7505 -1.0165 -0.7836
H: -7.4239 -1.9457 1.3957
H: -5.7207 -2.6181 3.0451
H: -3.3127 -2.4032 2.4913
H: -2.1370 -2.9397 -2.1611
H: -1.6722 -5.3651 -2.5666
H: -0.9409 -6.7926 -0.6943
H: -0.6920 -5.8435 1.5684
H: -1.1252 -3.4303 1.9518
Cl: 3.5173 -6.8431 -0.5493
C: 2.7637 -5.2812 -0.5971
C: 2.6643 -4.5376 0.5652
C: 2.0785 -3.2811 0.5162
C: 1.5955 -2.7716 -0.6801
C: 1.6973 -3.5433 -1.8343
C: 2.2827 -4.7958 -1.8036
C: 1.0956 -1.3495 -0.8406
O: 1.2694 -0.8472 -1.9339
O: 0.5466 -0.7859 0.2088
H: 3.0466 -4.9458 1.4908
H: 2.0229 -2.6748 1.4112
H: 1.3233 -3.1330 -2.7616
H: 2.3772 -5.3892 -2.7021

=====

Here is a molecular structure, C40H39CrN9OP2S2 from the OMol25 dataset. Energies are from the ωB97M-V functional and the def2-TZVPD basis.

Computed properties:
E_LUMO (spin up / spin down)   -3.72 / -3.32 eV
Net charge   +1
Molar mass   839.892 Da
Strongest force on any atom   1.1 eV/A
E_HOMO (spin up / spin down)   -9.62 / -9.58 eV
DFT total energy   -4639.024382 a.u.
Energy relative to the best compared isomer or geometry (same formula, charge and spin)   0.0 kcal/mol
2S+1   2

Element x y z (Å)
Cr: 0.4908 -0.3724 -0.3129
C: -0.1142 -5.4168 -2.5957
N: 0.4720 -4.3562 -1.8234
C: 1.6311 -4.4190 -1.1208
C: 1.7826 -3.2112 -0.5020
N: 0.7323 -2.4137 -0.8113
C: -0.0559 -3.1284 -1.6171
P: -1.6170 -2.5605 -2.3696
C: -2.3062 -2.1388 -0.6901
N: -1.4819 -1.2926 0.1416
C: -2.8546 -0.8674 -0.1134
C: -3.8916 -0.9759 0.9627
N: -2.5633 -3.3547 0.0310
C: -3.7017 -4.1199 -0.4290
C: -0.9219 -0.9616 -2.8969
N: 0.0279 -0.2633 -2.2656
C: 0.4883 0.6501 -3.1577
C: -0.1768 0.5027 -4.3418
N: -1.0566 -0.5139 -4.1732
C: -1.9593 -1.0290 -5.1630
H: 0.6033 -6.2315 -2.6700
H: -1.0214 -5.7859 -2.1111
H: -0.3685 -5.0736 -3.6010
H: 2.2492 -5.2912 -1.1060
H: 2.5760 -2.8694 0.1325
H: -2.9163 -0.0070 -0.7661
H: -4.8705 -0.6402 0.6451
H: -4.6583 -3.5974 -0.3362
H: -3.5407 -4.3499 -1.4821
H: -3.7511 -5.0503 0.1313
H: 1.2542 1.3562 -2.8956
H: -0.0759 1.0322 -5.2681
H: -2.2144 -0.2355 -5.8615
H: -1.4927 -1.8481 -5.7140
H: -2.8673 -1.3938 -4.6827
S: 2.8201 -0.0598 -0.6048
C: 2.5500 1.6137 -0.2930
S: 0.8646 1.9639 -0.1594
C: 3.5441 2.5468 -0.1312
C: 3.2140 3.8764 0.1804
N: 2.9153 4.9530 0.4430
C: 4.9013 2.1991 -0.2356
N: 6.0045 1.8884 -0.2970
C: -3.6099 4.2382 -1.2940
C: -2.4909 3.3206 -0.8059
C: -2.1739 2.3125 -1.9067
C: -2.8465 2.5786 0.5019
C: -3.3033 3.5253 1.6371
O: -2.2568 3.4551 2.5880
C: -1.3770 2.5305 2.1525
N: -1.6601 1.9291 1.0636
C: -0.1966 2.4075 3.0147
C: 0.0908 3.5433 3.7770
C: 1.1652 3.5863 4.6448
C: 1.9603 2.4652 4.7954
C: 1.6898 1.3299 4.0534
C: 0.6301 1.2780 3.1450
P: 0.4815 -0.2180 2.1126
C: 1.6209 -1.3992 2.9033
C: 2.9755 -1.3308 2.5754
C: 3.8746 -2.2159 3.1406
C: 3.4266 -3.1839 4.0267
C: 2.0823 -3.2573 4.3548
C: 1.1796 -2.3656 3.8012
C: -1.1568 -0.9307 2.4272
C: -2.2639 -0.3482 2.8931
C: -3.5808 -0.8274 2.4566
C: -3.7655 -2.1905 1.8319
C: -2.5247 -2.9634 1.4511
C: -1.3199 -2.0136 1.4068
H: -3.3270 4.6549 -2.2577
H: -3.7970 5.0676 -0.6194
H: -4.5388 3.6869 -1.4211
H: -1.5929 3.9146 -0.6052
H: -3.0782 1.7797 -2.2028
H: -1.4313 1.6069 -1.5447
H: -1.7776 2.8219 -2.7822
H: -3.6141 1.8274 0.2902
H: -4.2312 3.1985 2.1181
H: -3.4019 4.5641 1.3198
H: -0.5430 4.4100 3.6776
H: 1.3694 4.4849 5.2052
H: 2.7887 2.4694 5.4877
H: 2.3219 0.4650 4.1869
H: 3.3263 -0.5754 1.8828
H: 4.9224 -2.1465 2.8901
H: 4.1263 -3.8806 4.4621
H: 1.7370 -4.0063 5.0520
H: 0.1337 -2.4105 4.0719
H: -2.2281 0.4825 3.5797
H: -4.4101 -0.4640 3.0491
H: -4.6415 -2.7637 2.1057
H: -2.3676 -3.8439 2.0793
H: -0.4041 -2.6182 1.3315

=====

Here is a molecular structure, C40H39N11O5PdSTe from the OMol25 dataset. Energies are from the ωB97M-V functional and the def2-TZVPD basis.

Computed properties:
E_LUMO (spin up / spin down)   -7.78 / -7.79 eV
Net charge   +2
Molar mass   1019.911 Da
Strongest force on any atom   0.7 eV/A
E_HOMO (spin up / spin down)   -12.75 / -12.75 eV
DFT total energy   -3319.642928 a.u.
Energy relative to the best compared isomer or geometry (same formula, charge and spin)   18.8 kcal/mol

Element x y z (Å)
Pd: 1.1461 0.7936 1.6325
C: 2.6586 -1.6227 -3.6887
N: 2.6920 -0.8593 -2.4329
C: 1.7356 -0.7133 -1.5166
N: 2.2016 -0.0313 -0.4810
C: 3.4933 0.2253 -0.8460
N: 3.8240 -0.2587 -2.0189
C: 1.3571 -1.4434 -4.4350
C: 0.7976 -2.5128 -5.1238
C: -0.3712 -2.3415 -5.8549
C: -1.0083 -1.1120 -5.8849
C: -0.4590 -0.0429 -5.1849
C: 0.7281 -0.2072 -4.4772
C: -1.1181 1.2578 -5.1701
N: -2.1473 1.6753 -5.8207
N: -2.3629 2.9753 -5.4309
C: -1.4519 3.2603 -4.5671
O: -0.6211 2.2117 -4.3469
C: -1.2052 4.4894 -3.8217
C: -1.9907 5.6225 -4.0083
C: -1.7139 6.7685 -3.2810
C: -0.6716 6.7897 -2.3608
C: 0.1062 5.6580 -2.1701
C: 1.2451 5.6400 -1.1805
N: 1.0413 4.6083 -0.1477
C: 1.3615 3.3205 -0.1565
N: 0.8941 2.7600 0.9536
C: 0.2818 3.7872 1.6158
N: 0.3535 4.9172 0.9674
C: -0.1595 4.5158 -2.9092
H: 2.8181 -2.6744 -3.4558
H: 3.5146 -1.2767 -4.2635
H: 0.7366 -1.0915 -1.6493
H: 4.1902 0.7762 -0.2366
H: 1.2802 -3.4840 -5.1006
H: -0.7914 -3.1780 -6.3978
H: -1.9264 -0.9697 -6.4402
H: 1.1604 0.6437 -3.9641
H: -2.8030 5.5955 -4.7235
H: -2.3173 7.6549 -3.4259
H: -0.4722 7.6895 -1.7902
H: 1.3193 6.5793 -0.6410
H: 2.2005 5.4400 -1.6637
H: 1.9137 2.8205 -0.9350
H: -0.1867 3.6936 2.5812
H: 0.4547 3.6307 -2.7909
C: -4.6796 -6.7278 1.2779
C: -3.9354 -5.4051 1.4479
S: -5.1245 -4.0895 1.6469
O: -5.7204 -3.8216 0.3657
O: -5.9227 -4.3730 2.8012
C: -4.1292 -2.6366 2.0438
C: -3.7763 -1.8695 0.7748
N: -2.8317 -0.7691 1.0570
C: -1.4965 -0.8537 0.9330
N: -0.9257 0.3210 1.2307
C: -1.9363 1.1771 1.5677
C: -3.1077 0.5140 1.4626
N: -4.4158 1.0421 1.7623
O: -4.4596 2.2294 1.9828
O: -5.3466 0.2651 1.7785
C: -0.8046 -2.0860 0.4764
H: -3.9614 -7.5312 1.1243
H: -5.3425 -6.6907 0.4139
H: -5.2704 -6.9521 2.1633
H: -3.3380 -5.1614 0.5663
H: -3.3026 -5.4046 2.3375
H: -3.2471 -2.9513 2.6063
H: -4.7674 -2.0441 2.6997
H: -4.6702 -1.4522 0.3285
H: -3.3100 -2.5131 0.0330
H: -1.7996 2.2074 1.8373
H: -1.0638 -2.9403 1.1043
H: 0.2695 -1.9388 0.5260
H: -1.0888 -2.3295 -0.5497
Te: 2.5729 1.4979 3.7047
C: 4.4743 0.6174 3.9056
C: 5.3759 0.5456 2.8530
C: 6.6142 -0.0422 3.0652
C: 6.9378 -0.5485 4.3181
C: 6.0286 -0.4640 5.3665
C: 4.7901 0.1255 5.1668
C: 1.5085 -0.3175 3.5971
C: 2.1343 -1.3246 2.8393
C: 1.6157 -2.6219 2.8499
C: 0.5125 -2.9074 3.6286
C: -0.1205 -1.9032 4.3799
C: 0.3659 -0.6182 4.3695
H: 5.1281 0.9536 1.8804
H: 7.3280 -0.0989 2.2540
H: 7.9058 -1.0027 4.4812
H: 6.2860 -0.8494 6.3439
H: 4.0905 0.2007 5.9918
H: 3.0707 -1.1228 2.3363
H: 2.1125 -3.4020 2.2873
H: 0.1397 -3.9231 3.6810
H: -0.9785 -2.1488 4.9934
H: -0.1162 0.1584 4.9509

=====

Here is a molecular structure, C40H40BCsN7O4S from the OMol25 dataset. Energies are from the ωB97M-V functional and the def2-TZVPD basis.

Computed properties:
E_LUMO   2.15 eV
Net charge   -1
Molar mass   858.589 Da
Strongest force on any atom   1.4 eV/A
E_HOMO   -5.80 eV
DFT total energy   -2675.984671 a.u.
Energy relative to the best compared isomer or geometry (same formula, charge and spin)   0.0 kcal/mol

Element x y z (Å)
Cs: 0.0052 0.5512 0.2702
C: -5.6648 -0.9513 0.2245
C: -4.3421 -1.5058 0.6318
C: -3.9749 -2.1586 1.7886
C: -2.5926 -2.3918 1.6440
N: -2.1614 -1.9203 0.4792
N: -3.2345 -1.3855 -0.1325
B: -3.1743 -0.7569 -1.5369
N: -1.9078 -1.2512 -2.2753
N: -0.8942 -0.4483 -2.6570
C: -0.0537 -1.2134 -3.3455
C: -0.5321 -2.5365 -3.4136
C: -1.7199 -2.5156 -2.7161
C: -2.6713 -3.6245 -2.4205
C: 1.1871 -0.6487 -3.9000
C: 1.8226 -1.2461 -4.9863
C: 2.9928 -0.7108 -5.5066
C: 3.5409 0.4399 -4.9564
C: 2.9147 1.0442 -3.8738
C: 1.7556 0.4990 -3.3426
N: -3.1981 0.7839 -1.4256
N: -3.0624 1.4224 -0.2465
C: -3.1948 2.7172 -0.5067
C: -3.4234 2.9236 -1.8827
C: -3.4162 1.6597 -2.4312
C: -3.5808 1.2254 -3.8473
C: -3.0675 3.7075 0.5731
C: -3.5964 4.9888 0.4365
C: -3.4553 5.9277 1.4478
C: -2.7818 5.5995 2.6161
C: -2.2524 4.3246 2.7624
C: -2.3928 3.3860 1.7516
C: -1.6548 -3.0185 2.5892
C: -2.0952 -3.9313 3.5457
C: -1.2056 -4.4938 4.4497
C: 0.1392 -4.1495 4.4135
C: 0.5865 -3.2386 3.4660
C: -0.3023 -2.6818 2.5596
H: -6.4022 -1.1297 1.0056
H: -6.0177 -1.4066 -0.7024
H: -5.5880 0.1257 0.0591
H: -4.6092 -2.3965 2.6274
H: -4.1491 -1.1161 -2.1692
H: -0.0712 -3.3936 -3.8775
H: -2.3236 -4.5480 -2.8809
H: -3.6689 -3.3960 -2.8010
H: -2.7534 -3.7800 -1.3428
H: 1.3873 -2.1320 -5.4329
H: 3.4716 -1.1896 -6.3522
H: 4.4505 0.8621 -5.3642
H: 3.3353 1.9430 -3.4398
H: 1.2861 0.9506 -2.4784
H: -3.5482 3.8556 -2.4101
H: -3.7835 2.0860 -4.4826
H: -4.4044 0.5153 -3.9430
H: -2.6722 0.7329 -4.2008
H: -4.1303 5.2471 -0.4702
H: -3.8752 6.9181 1.3217
H: -2.6673 6.3332 3.4039
H: -1.7181 4.0575 3.6656
H: -1.9735 2.3956 1.8754
H: -3.1429 -4.2060 3.5721
H: -1.5645 -5.2034 5.1856
H: 0.8313 -4.5821 5.1255
H: 1.6262 -2.9373 3.4374
H: 0.0476 -1.9568 1.8399
C: 5.5955 -3.0270 -0.4663
C: 5.7268 -1.5354 -0.3103
C: 6.7296 -0.9747 0.4716
C: 6.8320 0.4044 0.6251
C: 5.9250 1.2270 -0.0165
C: 4.9212 0.6852 -0.8124
C: 4.8271 -0.6845 -0.9573
S: 5.9555 2.9842 0.2397
O: 5.8530 3.5952 -1.0553
O: 7.0777 3.2655 1.0952
N: 4.6060 3.3555 1.0433
C: 4.4199 2.9373 2.4391
C: 3.8309 1.5401 2.5987
C: 2.4977 1.2844 1.8790
O: 1.7907 0.3594 2.3282
O: 2.2551 1.9690 0.8376
H: 6.3293 -3.5559 0.1414
H: 5.7352 -3.3247 -1.5073
H: 4.6005 -3.3600 -0.1657
H: 7.4380 -1.6211 0.9773
H: 7.6031 0.8398 1.2466
H: 4.2072 1.3351 -1.3002
H: 4.0388 -1.1005 -1.5756
H: 3.7542 3.1515 0.5139
H: 3.7614 3.6736 2.9017
H: 5.3845 3.0039 2.9419
H: 3.7113 1.2865 3.6516
H: 4.5311 0.8055 2.1835

=====

Here is a molecular structure, C40H40BeN2OP2S from the OMol25 dataset. Energies are from the ωB97M-V functional and the def2-TZVPD basis.

Computed properties:
E_LUMO   -5.46 eV
Net charge   +2
Molar mass   667.800 Da
Strongest force on any atom   1.7 eV/A
E_HOMO   -14.24 eV
DFT total energy   -2828.213617 a.u.
Energy relative to the best compared isomer or geometry (same formula, charge and spin)   27.2 kcal/mol

Element x y z (Å)
Be: 0.1621 -0.0976 0.1909
O: -1.1777 -0.5689 3.0038
S: -1.3333 -0.0608 1.6492
C: -2.7564 -0.8473 0.8833
C: -3.8998 -1.1671 1.5930
C: -4.9079 -1.8859 0.9682
C: -4.7643 -2.2856 -0.3535
C: -3.6199 -1.9633 -1.0642
C: -2.5921 -1.2588 -0.4406
P: -1.1275 -0.7311 -1.3700
C: -1.9287 0.0656 -2.7928
C: -1.8197 -0.4603 -4.0764
C: -2.5227 0.1275 -5.1148
C: -3.3151 1.2406 -4.8839
C: -3.4112 1.7724 -3.6051
C: -2.7286 1.1845 -2.5567
C: -0.1843 -2.1127 -2.0576
C: 1.0307 -1.6802 -2.6015
C: 1.8993 -2.5812 -3.1822
C: 1.5767 -3.9318 -3.1854
C: 0.3841 -4.3638 -2.6274
C: -0.5097 -3.4626 -2.0630
C: -1.6524 1.7040 1.8296
C: -2.7588 2.2231 2.4785
C: -2.7865 3.5739 2.7971
C: -1.7079 4.3935 2.4948
C: -0.6164 3.8795 1.8190
C: -0.5811 2.5288 1.4817
P: 0.8340 1.8774 0.5538
C: 2.2470 1.8800 1.6856
C: 2.1433 2.2446 3.0243
C: 3.2599 2.1677 3.8412
C: 4.4695 1.7167 3.3359
C: 4.5760 1.3576 1.9990
C: 3.4672 1.4245 1.1767
C: 1.0968 3.1326 -0.7274
C: -0.0047 3.4131 -1.5393
C: 0.0909 4.3820 -2.5171
C: 1.2911 5.0525 -2.7080
C: 2.3945 4.7499 -1.9258
C: 2.3049 3.7896 -0.9313
H: -3.9923 -0.8712 2.6265
H: -5.8036 -2.1406 1.5138
H: -5.5490 -2.8505 -0.8326
H: -3.5174 -2.2466 -2.1034
H: -1.1979 -1.3251 -4.2593
H: -2.4478 -0.2924 -6.1063
H: -3.8617 1.6910 -5.6990
H: -4.0245 2.6433 -3.4300
H: -2.8289 1.5787 -1.5509
H: 1.2568 -0.6173 -2.5896
H: 2.8141 -2.2326 -3.6348
H: 2.2543 -4.6411 -3.6320
H: 0.1433 -5.4151 -2.6358
H: -1.4448 -3.8082 -1.6454
H: -3.5867 1.5780 2.7340
H: -3.6551 3.9857 3.2859
H: -1.7205 5.4328 2.7815
H: 0.2174 4.5098 1.5455
H: 1.1998 2.5879 3.4208
H: 3.1869 2.4671 4.8743
H: 5.3344 1.6577 3.9797
H: 5.5186 1.0237 1.5936
H: 3.5478 1.1440 0.1326
H: -0.9350 2.8806 -1.3889
H: -0.7684 4.6244 -3.1244
H: 1.3600 5.8187 -3.4635
H: 3.3282 5.2712 -2.0780
H: 3.1645 3.5637 -0.3165
C: 2.8664 -2.6095 2.6370
C: 1.6318 -3.3272 2.0664
C: 0.9134 -4.0355 3.2139
C: 1.9960 -4.3317 0.9731
N: 0.6790 -2.3522 1.4988
N: 1.3254 -1.3280 0.6986
H: 3.4440 -3.2938 3.2496
H: 2.5524 -1.7833 3.2791
H: 3.5399 -2.2329 1.8656
H: 1.5496 -4.8282 3.5975
H: -0.0238 -4.4779 2.8872
H: 0.7110 -3.3311 4.0189
H: 2.5944 -5.1295 1.4013
H: 2.5623 -3.8770 0.1607
H: 1.0911 -4.7695 0.5590
H: 0.1832 -1.9201 2.2757
H: 1.7311 -1.8569 -0.0828
H: 2.1393 -0.9561 1.2208